{"formula": "C22H24BrN4O7", "method": "ωB97M-V with the def2-TZVPD basis set", "species": ["C", "C", "C", "C", "N", "C", "C", "C", "O", "O", "Br", "C", "C", "N", "C", "O", "H", "H", "H", "H", "H", "H", "H", "H", "H", "H", "H", "H", "H", "H", "C", "C", "C", "C", "C", "C", "N", "O", "O", "H", "H", "H", "H", "H", "C", "C", "C", "C", "C", "C", "N", "O", "O", "H", "H", "H", "H", "H"], "xyz": [[-1.7769, -3.6925, 3.1084], [-0.6704, -3.7365, 1.9308], [0.4854, -2.6116, 2.0905], [-0.0691, -1.1108, 2.1958], [-0.7721, -0.6000, 0.9671], [-0.1367, -1.0452, -0.2835], [-1.0340, -1.9218, -1.2457], [-2.5571, -2.2765, -0.9075], [-3.3163, -2.6323, -1.8487], [-3.1255, -2.2685, 0.4090], [-4.0571, -0.6782, 0.6277], [-0.3123, -2.3951, -2.5732], [1.1717, -1.9624, -2.8484], [1.9290, -1.1300, -1.9094], [1.3490, -0.6703, -0.6642], [2.0545, 0.1678, 0.2673], [-2.6898, -3.0431, 2.8617], [-1.2629, -3.3926, 4.0959], [-2.1507, -4.7756, 3.2620], [-1.1137, -3.7521, 0.8782], [-0.1241, -4.7521, 2.0580], [0.9896, -2.8397, 3.1103], [1.2947, -2.7766, 1.3002], [0.7444, -0.3775, 2.5776], [-0.8651, -1.1212, 3.0397], [-0.6210, 0.4403, 0.9818], [-0.9122, -3.0440, -3.3108], [1.6822, -2.3300, -3.8302], [2.8965, -0.8438, -2.1248], [1.5761, 1.0437, 0.2514], [-3.0533, 2.3037, 6.4371], [-2.6101, 3.5967, 6.1735], [-1.7703, 3.8384, 5.0916], [-1.3834, 2.7757, 4.2757], [-1.8180, 1.4775, 4.5392], [-2.6553, 1.2452, 5.6250], [-0.5198, 3.0298, 3.1211], [-0.1445, 4.1750, 2.9326], [-0.2234, 2.0774, 2.4024], [-3.7134, 2.1199, 7.2795], [-2.9224, 4.4174, 6.8108], [-1.4322, 4.8505, 4.8973], [-1.5182, 0.6451, 3.9129], [-3.0017, 0.2391, 5.8371], [2.2354, 3.4421, -6.4544], [3.5452, 3.1630, -6.0736], [3.9080, 1.8666, -5.7245], [2.9494, 0.8541, -5.7649], [1.6340, 1.1291, -6.1382], [1.2804, 2.4292, -6.4828], [3.3323, -0.5167, -5.4227], [4.4886, -0.7182, -5.0818], [2.4713, -1.3890, -5.5005], [1.9575, 4.4546, -6.7317], [4.2845, 3.9568, -6.0521], [4.9318, 1.6626, -5.4299], [0.8812, 0.3486, -6.1678], [0.2607, 2.6536, -6.7777]], "nbo_charge": [-0.640, -0.402, -0.432, -0.241, -0.662, 0.160, -0.038, 0.742, -0.463, -0.590, 0.386, -0.191, 0.047, -0.501, 0.525, -0.658, 0.222, 0.211, 0.230, 0.191, 0.219, 0.234, 0.207, 0.217, 0.212, 0.403, 0.293, 0.310, 0.466, 0.520, -0.160, -0.204, -0.197, 0.069, -0.198, -0.213, 0.527, -0.339, -0.458, 0.230, 0.234, 0.253, 0.232, 0.229, -0.158, -0.205, -0.202, 0.063, -0.208, -0.208, 0.514, -0.358, -0.420, 0.232, 0.235, 0.253, 0.246, 0.233], "e_above_lowest_kcal_mol": 0.00, "charge": 1, "spin_multiplicity": 1, "mol_weight_g_mol": 536.4}